(1)
This record from the OMol25 dataset describes C4H3AuCl2IrN5O3 as an isolated structure at a distorted geometry. The level of theory is ωB97M-V/def2-TZVPD.

Relative energy (zero: lowest compared OMol25 entry of this formula, charge and spin), kJ/mol: 234.5
<S²>: 12.0528
Lowest unoccupied orbital energy (spin up / spin down), Eh: -0.6030 / -0.7636
E_HOMO (spin up / spin down), eV: -21.8 / -25.8
Electronic energy, Ha: -1811.8585
Maximum force, eV Å⁻¹: 9.85

```
! RIJCOSX wB97M-V def2-TZVPD def2/J DEFGRID3
* xyz 4 7
Ir 0.2334 -0.6580 -3.8328
Au -0.4391 0.1021 -1.0836
Cl 0.3425 1.4850 -2.7681
Cl 1.9747 -1.2703 -2.4080
C -0.8973 -0.5547 0.7326
C -1.1565 0.1164 -4.8349
C 0.4882 -2.1008 -4.9962
O -1.5027 -1.4649 1.2235
O -1.9715 0.6849 -5.4500
O 0.7109 -2.9578 -5.7580
N -0.2524 1.1461 4.8740
N 0.0197 0.8830 3.5562
N 1.3020 0.8231 3.0826
C 1.0941 0.5672 1.8144
N -0.2582 0.5079 1.4882
N -0.9240 0.6421 2.7096
H -1.1614 0.7639 5.1212
H 0.5196 0.8375 5.4455
H 1.8780 0.4473 1.0836
*
```

natural (NBO) population analysis, charges in e, atoms 1 to 4:
1 Ir 0.80
2 Au 0.87
3 Cl -0.06
4 Cl 0.20

=====

(2)
This record from the OMol25 dataset describes an isolated ion of composition C5H7N2O2 and charge -1 at a distorted geometry. The level of theory is ωB97M-V/def2-TZVPD.

Relative energy (zero: lowest compared OMol25 entry of this formula, charge and spin), kJ/mol: 75.8
<S²>: 2.0114
Lowest unoccupied orbital energy (spin up / spin down), Eh: 0.1520 / 0.0857
E_HOMO (spin up / spin down), eV: -1.2 / -3.5
Electronic energy, Ha: -454.5908
Maximum force, eV Å⁻¹: 6.20

```
! RIJCOSX wB97M-V def2-TZVPD def2/J DEFGRID3
* xyz -1 3
C -0.9236 -1.1069 -1.3887
C 0.7329 0.7074 -0.2538
C 1.8947 -0.0908 0.4534
C -0.3844 -0.1980 0.0862
C -1.6080 0.5840 0.5239
N 1.2587 -1.1381 1.1296
N 0.0176 -1.0781 1.0673
O -2.0843 -1.4422 -1.1703
O 0.0071 -1.0240 -2.1698
H 0.6066 1.7220 0.1363
H 0.9376 0.8188 -1.3476
H 2.5679 -0.3722 -0.3775
H 2.5406 0.3848 1.1755
H -1.2327 1.5775 1.0057
H -1.9958 -0.0344 1.4376
H -2.3352 0.6903 -0.3080
*
```

natural (NBO) population analysis, charges in e, atoms 1 to 4:
1 C 0.86
2 C -0.45
3 C -0.28
4 C -0.02

=====

(3)
This record from the OMol25 dataset describes one molecule with the formula C2H2N2O2 at a distorted geometry. The level of theory is ωB97M-V/def2-TZVPD.

Relative energy (zero: lowest compared OMol25 entry of this formula, charge and spin), kJ/mol: 321.6
Lowest unoccupied orbital energy, Eh: 0.0027
E_HOMO, eV: -10.5
Electronic energy, Ha: -337.3019
Structure (SMILES): Oc1ncno1
Maximum force, eV Å⁻¹: 6.97

```
! RIJCOSX wB97M-V def2-TZVPD def2/J DEFGRID3
* xyz 0 1
O -1.6942 -0.5673 0.9524
C -0.4804 -0.1339 0.4713
N 0.7456 -0.6389 0.6968
C 1.4159 -0.1690 -0.3613
N 0.8991 0.7813 -1.1220
O -0.4935 0.6261 -0.6844
H -2.0541 0.4941 0.7329
H 2.4297 -0.1435 -0.5611
*
```

natural (NBO) population analysis, charges in e, atoms 1 to 4:
1 O -0.59
2 C 0.73
3 N -0.52
4 C 0.16

=====

(4)
This record from the OMol25 dataset describes one molecule with the formula C6H12N2 at a distorted geometry. The level of theory is ωB97M-V/def2-TZVPD.

Relative energy (zero: lowest compared OMol25 entry of this formula, charge and spin), kJ/mol: 367.8
Lowest unoccupied orbital energy, Eh: 0.0370
E_HOMO, eV: -8.4
Electronic energy, Ha: -345.1878
Structure (SMILES): C=C=NNCC(C)C
Maximum force, eV Å⁻¹: 3.70

```
! RIJCOSX wB97M-V def2-TZVPD def2/J DEFGRID3
* xyz 0 1
C 0.7329 -2.7460 -0.1469
C 1.0594 -1.6334 0.4615
N 1.8835 -0.8384 0.9967
N 1.9424 0.4177 0.5040
C 1.0446 0.7541 -0.5054
C -0.6588 0.2511 0.0742
C -0.9462 1.2814 1.1605
C -1.4778 0.4758 -1.1912
H -0.2842 -3.1075 -0.1454
H 1.4885 -3.3814 -0.5876
H 2.1288 1.0970 1.2287
H 1.0762 1.8160 -0.7408
H 1.1516 0.1081 -1.3724
H -1.0013 -0.7037 0.4831
H -1.9717 1.1852 1.5240
H -0.8212 2.2987 0.7863
H -0.2762 1.1450 2.0112
H -1.2215 -0.2672 -1.9470
H -2.5456 0.3805 -0.9843
H -1.3036 1.4669 -1.6092
*
```

natural (NBO) population analysis, charges in e, atoms 1 to 4:
1 C -0.58
2 C 0.28
3 N -0.26
4 N -0.43

=====

- Which value of maximum force does entry 3 give?
  6.97 eV Å⁻¹